C3H4BrN | ωB97M-V/def2-TZVPD

Calculated values
LUMO (eV): -0.19
Electronic energy (Eh): -2745.36689
HOMO-LUMO gap (hartree): 0.3209
Energy relative to the best compared isomer or geometry (same formula, charge and spin) (kJ/mol): 249.75
HOMO level (eV): -8.9

Structure (ORCA input):
```
! wB97M-V def2-TZVPD RIJCOSX def2/J DEFGRID3
* xyz 0 1
C -0.8070 -0.0838 -1.9601
C 0.2988 0.6719 0.1415
C -0.3925 0.5018 -0.9158
N 0.7493 1.0457 1.2158
Br 0.4426 -2.2160 2.5644
H -0.2588 -0.9478 -2.4293
H -1.8032 0.1000 -2.3993
H 1.2896 -1.0946 2.2447
H 0.4812 2.0228 1.5381
*
```

Population analysis type Löwdin, resulting atomic charges in e:
1. C -0.0032
2. C -0.2231
3. C -0.1170
4. N 0.0883
5. Br 0.2809
6. H 0.0889
7. H 0.0698
8. H -0.2967
9. H 0.1121

***

C4H15NO3 | ωB97M-V/def2-TZVPD

Calculated values
LUMO (eV): -5.35
Electronic energy (Eh): -441.54483
HOMO-LUMO gap (hartree): 0.1475
Energy relative to the best compared isomer or geometry (same formula, charge and spin) (kJ/mol): 884.91
HOMO level (eV): -9.4

Structure (ORCA input):
```
! wB97M-V def2-TZVPD RIJCOSX def2/J DEFGRID3
* xyz 0 1
C 1.5668 -0.0771 -1.3000
C 0.6054 0.1378 -0.1411
C 1.2152 -0.2965 1.1837
C -1.0171 1.7076 0.6558
N 0.2514 1.5723 -0.0803
H 1.8315 -1.1486 -1.3916
H 1.0569 0.2265 -2.2832
H 2.5064 0.5446 -1.1892
H 1.5614 -1.4167 1.1616
H 0.3799 -0.1858 1.9585
H -0.9385 1.3469 1.6106
H -1.3042 2.7597 0.7103
H -1.8019 1.1249 0.1937
H -2.2837 -1.3629 2.0111
H -1.2192 1.5432 -3.1374
H -0.7764 -3.4998 -0.0336
O -0.7474 1.1386 -2.4208
H -0.2921 -0.3986 -0.4135
H -0.8856 -2.0842 0.7388
O -0.2631 -2.6681 0.1385
H -0.0286 1.7437 -1.0482
H 2.1210 0.3303 1.4986
O -1.5382 -1.0377 1.5778
*
```

Population analysis type Löwdin, resulting atomic charges in e:
1. C -0.0706
2. C -0.4569
3. C -0.0720
4. C -0.0497
5. N 0.1301
6. H 0.0893
7. H 0.0786
8. H 0.0998
9. H 0.1199
10. H 0.0707
11. H 0.0406
12. H 0.1042
13. H 0.1107
14. H -0.0367
15. H -0.0133
16. H 0.0447
17. O -0.1387
18. H 0.1364
19. H -0.0301
20. O -0.1649
21. H 0.0607
22. H 0.1050
23. O -0.1577

***

C3H12N2 | ωB97M-V/def2-TZVPD

Calculated values
LUMO (eV): 1.02
Electronic energy (Eh): -230.94452
HOMO-LUMO gap (hartree): 0.3769
Energy relative to the best compared isomer or geometry (same formula, charge and spin) (kJ/mol): 122.90
HOMO level (eV): -9.2

Structure (ORCA input):
```
! wB97M-V def2-TZVPD RIJCOSX def2/J DEFGRID3
* xyz 0 1
C 3.0720 1.2422 -0.6785
C 4.0424 1.6136 0.5957
H 3.1970 0.2082 -1.0705
H 2.1090 1.4800 -0.3719
H 3.1737 2.1026 -1.4180
H 3.7446 1.0405 1.4559
H 3.9071 2.6559 0.7997
H 5.1163 1.3141 0.4353
N -3.2116 -0.9897 0.9826
C -2.4560 -1.5525 -0.2084
N -1.6828 -0.4170 -0.8232
H -3.8616 -1.7390 1.2089
H -2.6429 -1.0143 1.8442
H -3.1088 -2.1149 -0.9391
H -1.8356 -2.3000 0.3848
H -1.3790 0.2883 -0.1791
H -2.1096 0.1053 -1.5185
*
```

Population analysis type Löwdin, resulting atomic charges in e:
1. C -0.1359
2. C -0.1423
3. H 0.0656
4. H 0.0041
5. H 0.0712
6. H 0.0335
7. H 0.0370
8. H 0.0658
9. N -0.0631
10. C -0.3064
11. N -0.0071
12. H 0.0398
13. H 0.0575
14. H 0.1155
15. H 0.1018
16. H 0.0452
17. H 0.0178

***

C18H17BBaN12O | ωB97M-V/def2-TZVPD

Calculated values
LUMO (eV): -0.05
Electronic energy (Eh): -1478.94619
HOMO-LUMO gap (hartree): 0.2876
Energy relative to the best compared isomer or geometry (same formula, charge and spin) (kJ/mol): 192.79
HOMO level (eV): -7.9

Structure (ORCA input):
```
! wB97M-V def2-TZVPD RIJCOSX def2/J DEFGRID3
* xyz 0 1
Ba -0.4487 -0.1592 -0.1494
C 0.6535 2.8710 -2.9059
C 0.7735 1.4694 -2.8178
N 1.0503 1.0927 -1.5731
N 1.1103 2.2352 -0.8306
C 0.8811 3.3079 -1.6189
B 1.4824 2.2941 0.7069
N 0.2041 2.3732 1.6201
C -0.2053 3.4357 2.3423
C -1.3594 3.0964 3.0187
C -1.5940 1.7644 2.6410
N -0.6554 1.3335 1.8045
N 2.3257 1.0601 1.0951
C 3.5825 1.0457 1.5843
C 3.9335 -0.2597 1.8490
C 2.7961 -0.9985 1.4870
N 1.8294 -0.2065 1.0306
H 0.4545 3.4705 -3.7796
H 0.6899 0.7256 -3.5970
H 0.9066 4.3058 -1.2050
H 2.1170 3.3011 0.8989
H 0.3678 4.3504 2.3362
H -1.9343 3.7141 3.6900
H -2.3948 1.1028 2.9376
H 4.1305 1.9669 1.7093
H 4.8691 -0.6237 2.2426
H 2.6378 -2.0672 1.5325
N -1.0029 -2.5192 -0.4760
C -1.0763 -3.5712 -0.9630
C -1.2350 -4.7939 -1.6360
C -0.5461 -5.9761 -1.2272
N 0.0119 -6.9301 -0.8940
C -2.1697 -4.7608 -2.7147
N -2.9517 -4.6143 -3.5547
C -3.6665 3.6805 -1.4031
N -3.6902 2.2774 -1.8312
C -4.6814 1.7726 -2.6116
C -4.7039 0.4880 -3.0034
C -3.6257 -0.3367 -2.5533
N -2.6442 0.1455 -1.7919
C -2.6445 1.4563 -1.4247
O -1.7370 1.9447 -0.7311
N -3.5815 -1.6277 -2.8725
H -4.5588 4.1686 -1.7878
H -2.7789 4.1743 -1.7890
H -3.6482 3.7421 -0.3191
H -5.4542 2.4730 -2.8980
H -5.5010 0.1046 -3.6228
H -4.2544 -2.0673 -3.4757
H -2.8138 -2.1979 -2.5582
*
```

Population analysis type Löwdin, resulting atomic charges in e:
1. Ba 2.1004
2. C -0.0594
3. C -0.1618
4. N -0.2124
5. N -0.0792
6. C -0.0900
7. B -0.5182
8. N -0.0479
9. C -0.0824
10. C -0.0608
11. C -0.1579
12. N -0.2021
13. N -0.0568
14. C -0.0765
15. C -0.0597
16. C -0.1479
17. N -0.1465
18. H 0.0923
19. H 0.1114
20. H 0.1271
21. H 0.1201
22. H 0.1196
23. H 0.0906
24. H 0.1075
25. H 0.1207
26. H 0.0930
27. H 0.1089
28. N -0.1421
29. C -0.2229
30. C -0.2748
31. C -0.2478
32. N 0.1177
33. C -0.2507
34. N 0.1127
35. C 0.0100
36. N -0.0333
37. C -0.0390
38. C 0.0059
39. C -0.3594
40. N 0.0610
41. C -0.5298
42. O -0.1537
43. N 0.2006
44. H 0.0903
45. H 0.0973
46. H 0.0983
47. H 0.1337
48. H 0.1147
49. H 0.1116
50. H 0.0680

***

C4H15N2O | ωB97M-V/def2-TZVPD

Calculated values
LUMO (spin up / spin down) (eV): 0.87 / 0.60
Electronic energy (Eh): -345.99877
HOMO-LUMO gap (spin up / spin down) (hartree): 0.1472 / 0.3664
Energy relative to the best compared isomer or geometry (same formula, charge and spin) (kJ/mol): 200.71
HOMO level (spin up / spin down) (eV): -3.1 / -9.4

Structure (ORCA input):
```
! wB97M-V def2-TZVPD RIJCOSX def2/J DEFGRID3
* xyz 0 2
C 0.7061 -1.3335 1.0017
C 1.4881 -0.8545 -0.1978
C 0.7655 -0.3647 -1.4694
C -0.6949 -0.6834 -1.7426
N -1.5581 0.3393 -1.1478
N -0.2849 -0.3808 1.6241
H 0.1092 -2.2314 0.7709
H 1.5477 -1.6587 1.7261
H 2.0479 -1.7748 -0.4996
H 2.2324 -0.1463 0.1144
H 0.8257 0.7517 -1.3856
H 1.4288 -0.6451 -2.2904
H -0.8401 -1.6461 -1.2081
H -0.9161 -0.8342 -2.7896
H -1.0900 1.0682 -0.6321
H -2.2817 0.7771 -1.7215
H -1.1333 -0.2572 1.0396
H 0.1757 0.5780 1.6665
H -0.2596 -0.5092 2.6799
H -1.4885 3.5236 1.6676
H 0.0221 3.3914 1.3670
O -0.8019 2.8905 1.4267
*
```

Population analysis type Löwdin, resulting atomic charges in e:
1. C -0.3051
2. C -0.2467
3. C -0.2172
4. C -0.2801
5. N -0.0288
6. N 0.0617
7. H 0.1025
8. H 0.1066
9. H 0.1177
10. H 0.0817
11. H 0.1049
12. H 0.1033
13. H 0.0955
14. H 0.1046
15. H 0.0227
16. H 0.0752
17. H 0.0919
18. H 0.0612
19. H 0.0335
20. H 0.0284
21. H 0.0202
22. O -0.1335

***

C20H34ClIP3Ru | ωB97M-V/def2-TZVPD

Calculated values
LUMO (spin up / spin down) (eV): -10.48 / -13.66
Electronic energy (Eh): -2658.22381
HOMO-LUMO gap (spin up / spin down) (hartree): 0.2337 / 0.1462
Energy relative to the best compared isomer or geometry (same formula, charge and spin) (kJ/mol): 146.54
HOMO level (spin up / spin down) (eV): -16.8 / -17.6

Structure (ORCA input):
```
! wB97M-V def2-TZVPD RIJCOSX def2/J DEFGRID3
* xyz 3 5
C -0.6915 -0.2766 -4.1831
I -2.5626 -0.2075 -2.3905
H 0.3972 -0.2794 -4.1312
H -1.0358 0.5575 -4.8313
H -1.0694 -1.1731 -4.6940
Ru -0.0702 -0.1818 -1.5582
P 0.3949 2.0597 -1.7239
C -1.0624 3.1209 -1.8743
C 1.4066 2.9814 -0.5151
H 1.6661 3.9691 -0.9249
H 1.5836 3.2786 -3.4046
H 2.3317 2.4350 -0.2936
H 2.2088 1.6089 -3.1841
H -1.5150 3.2416 -0.8811
H 0.8453 3.1204 0.4160
C 1.3150 2.2281 -3.2750
H -0.7486 4.1010 -2.2569
H 0.6816 1.8832 -4.0939
H -1.7927 2.6685 -2.5538
P 0.3410 -2.4315 -1.3683
C -1.1472 -3.4447 -1.2206
C 1.1103 -2.8110 -2.9631
H 2.3983 -2.7023 -0.0869
H 1.6979 -4.2758 -0.5515
H 0.9668 -3.3285 0.7788
C 1.4645 -3.2640 -0.1932
H 1.9828 -2.1605 -3.0602
H 1.4133 -3.8613 -2.9661
H -0.9319 -4.4383 -1.6458
H -1.9778 -2.9837 -1.7701
H 0.3755 -2.6027 -3.7429
H -1.4320 -3.5566 -0.1635
Cl 2.1929 -0.1216 -1.0888
C -2.3334 -0.6789 0.8928
P -0.5868 -0.1128 0.6022
C -0.7493 1.4865 1.6199
C 0.1788 1.9040 2.5906
C 0.0387 3.0930 3.2940
C -1.0821 3.9232 3.0491
C -2.0255 3.5320 2.1273
C -1.8729 2.3121 1.4174
C 0.2017 -1.1289 1.9972
C -0.5051 -2.0228 2.8203
C 0.1522 -2.7879 3.8009
C 1.5446 -2.6376 3.9915
C 2.2436 -1.7230 3.2040
C 1.5780 -0.9852 2.2290
H -2.9773 -0.1900 0.1397
H -2.6702 -0.3781 1.8952
H -2.4485 -1.7522 0.7629
H 1.0412 1.2645 2.7989
H 0.7821 3.3898 4.0449
H -1.1942 4.8681 3.6039
H -2.9065 4.1345 1.9290
H -2.6465 2.0042 0.7176
H -1.5754 -2.1297 2.7234
H -0.4177 -3.4738 4.4208
H 2.0499 -3.2236 4.7656
H 3.3166 -1.5744 3.3581
H 2.1271 -0.2659 1.5997
*
```

Population analysis type Löwdin, resulting atomic charges in e:
1. C -0.2473
2. I 0.9430
3. H -0.0049
4. H 0.0355
5. H 0.0179
6. Ru 0.2417
7. P 0.6187
8. C -0.2366
9. C -0.2242
10. H 0.0855
11. H 0.0796
12. H 0.0338
13. H 0.0346
14. H 0.0294
15. H 0.0230
16. C -0.2324
17. H 0.0843
18. H 0.0323
19. H 0.0092
20. P 0.6396
21. C -0.2378
22. C -0.2324
23. H 0.0379
24. H 0.0858
25. H 0.0396
26. C -0.2158
27. H 0.0404
28. H 0.0802
29. H 0.0861
30. H -0.0069
31. H 0.0321
32. H 0.0576
33. Cl 0.2280
34. C -0.2955
35. P 0.8396
36. C -0.2783
37. C -0.0016
38. C 0.0937
39. C 0.0317
40. C 0.0326
41. C 0.0005
42. C -0.3684
43. C -0.0800
44. C -0.0178
45. C -0.0161
46. C -0.0440
47. C -0.1738
48. H -0.0653
49. H 0.0805
50. H 0.0451
51. H 0.1184
52. H 0.1638
53. H 0.1545
54. H 0.1461
55. H 0.1242
56. H 0.0935
57. H 0.1257
58. H 0.1329
59. H 0.1309
60. H 0.0695

***

CH6N4S | ωB97M-V/def2-TZVPD

Calculated values
LUMO (eV): 0.61
Electronic energy (Eh): -658.81036
HOMO-LUMO gap (hartree): 0.3138
Energy relative to the best compared isomer or geometry (same formula, charge and spin) (kJ/mol): 160.06
HOMO level (eV): -7.9

Structure (ORCA input):
```
! wB97M-V def2-TZVPD RIJCOSX def2/J DEFGRID3
* xyz 0 1
C -0.9261 -0.0095 0.9259
N 1.2322 0.8442 -3.2130
N -1.6872 0.0897 2.0709
N 0.3422 -0.0684 0.9572
N 1.1283 0.4043 -2.0495
S 1.6616 -1.0333 -1.4134
H -1.4345 0.1845 -0.1136
H 1.7666 0.2940 -3.9963
H -1.1695 0.1716 2.9273
H -2.6769 0.0986 2.1629
H 1.0191 -0.7567 -0.1384
H 0.7442 -0.2191 1.8802
*
```

Population analysis type Löwdin, resulting atomic charges in e:
1. C -0.3042
2. N -0.0921
3. N 0.0891
4. N 0.0007
5. N -0.6054
6. S 0.6056
7. H 0.1667
8. H 0.0567
9. H 0.0914
10. H 0.0839
11. H -0.1773
12. H 0.0849

***

C19H42InNOP3S | ωB97M-V/def2-TZVPD

Calculated values
LUMO (eV): -10.21
Electronic energy (Eh): -2490.60892
HOMO-LUMO gap (hartree): 0.1724
Energy relative to the best compared isomer or geometry (same formula, charge and spin) (kJ/mol): 13.20
HOMO level (eV): -14.9

Structure (ORCA input):
```
! wB97M-V def2-TZVPD RIJCOSX def2/J DEFGRID3
* xyz 3 1
In -1.0206 0.0114 0.8953
P -0.2011 -0.1107 3.3772
P -1.2722 2.6370 0.8501
P -0.3227 -2.2176 0.0331
H 1.1081 2.5563 -3.0672
C 0.8511 1.5705 -3.4739
C -0.3964 1.2923 -3.8993
H -1.1509 2.0785 -4.0111
C 1.5616 0.3759 3.4729
C -1.0485 0.9597 4.5925
C -0.3267 -1.7671 4.1357
C -1.6379 3.4280 -0.7405
C -2.5561 3.3628 1.9281
C 0.2429 3.4630 1.4504
C -0.4614 -2.3055 -1.7708
C -1.2430 -3.6623 0.6398
C 1.3905 -2.4817 0.5955
H 1.6348 0.8069 -3.4535
H -0.6661 0.3196 -4.3265
H 1.9496 0.2936 4.4978
H 1.6934 1.4115 3.1300
H 2.1629 -0.2681 2.8179
H -0.8442 0.6209 5.6191
H -2.1352 0.9145 4.4314
H -0.7261 2.0046 4.4914
H -0.1783 -1.7174 5.2243
H 0.4074 -2.4584 3.7032
H -1.3325 -2.1710 3.9515
H -1.4718 4.5095 -0.6293
H -2.6898 3.2408 -0.9910
H -1.0030 3.0302 -1.5424
H -2.3836 4.4465 1.9687
H -2.5061 2.9449 2.9390
H -3.5542 3.1623 1.5187
H 0.0669 4.5465 1.3815
H 1.1008 3.1885 0.8199
H 0.4617 3.1853 2.4928
H 0.1160 -3.1498 -2.1666
H -0.1155 -1.3765 -2.2420
H -1.5226 -2.4375 -2.0226
H -0.7340 -4.5796 0.3056
H -2.2622 -3.6377 0.2331
H -1.3025 -3.6464 1.7356
H 1.7933 -3.3837 0.1178
H 1.4245 -2.5871 1.6896
H 2.0195 -1.6236 0.3275
C 3.9937 -1.7071 -3.5919
C 5.3581 -1.8840 -3.2796
C 6.3377 -1.6297 -4.2357
C 5.9646 -1.2138 -5.5232
C 4.6074 -1.1403 -5.8726
C 3.6225 -1.4066 -4.9156
S 2.8193 -1.9253 -2.3099
H 2.4289 -0.6283 -2.0556
H 5.6224 -2.2129 -2.2736
H 7.3972 -1.7505 -3.9867
H 6.7255 -0.9544 -6.2614
H 4.3225 -0.8772 -6.8942
H 2.5582 -1.3831 -5.1569
C -5.0920 0.5262 2.7824
C -4.4697 0.1452 1.4785
N -5.1137 0.5853 0.3774
O -3.3939 -0.5128 1.3761
H -6.1524 0.2338 2.8320
H -5.0425 1.6232 2.9040
H -4.5445 0.0472 3.5987
H -4.8926 0.1810 -0.5272
H -5.9766 1.1040 0.5045
*
```

Population analysis type Löwdin, resulting atomic charges in e:
1. In 0.6833
2. P 0.7430
3. P 0.7550
4. P 0.7362
5. H 0.0564
6. C -0.0629
7. C -0.0693
8. H 0.0549
9. C -0.2182
10. C -0.2205
11. C -0.2210
12. C -0.2172
13. C -0.2071
14. C -0.2201
15. C -0.2573
16. C -0.1907
17. C -0.2598
18. H 0.0190
19. H 0.0559
20. H 0.0865
21. H 0.0413
22. H 0.0517
23. H 0.0822
24. H 0.0450
25. H 0.0555
26. H 0.0813
27. H 0.0490
28. H 0.0612
29. H 0.0866
30. H 0.0698
31. H 0.0335
32. H 0.0886
33. H 0.0425
34. H 0.0551
35. H 0.0840
36. H 0.0725
37. H 0.0416
38. H 0.0660
39. H 0.0198
40. H 0.0743
41. H 0.0954
42. H 0.0735
43. H 0.0544
44. H 0.0736
45. H 0.0442
46. H 0.0228
47. C -0.6279
48. C -0.1115
49. C -0.0591
50. C -0.0485
51. C -0.0608
52. C -0.1096
53. S 0.8002
54. H -0.1214
55. H 0.1012
56. H 0.1204
57. H 0.1190
58. H 0.1170
59. H 0.1002
60. C 0.0235
61. C -0.5263
62. N 0.2116
63. O -0.1335
64. H 0.1189
65. H 0.1010
66. H 0.0929
67. H 0.1398
68. H 0.1413